ORCA calculation (wB97M-V/def2-TZVPD) on C30H27BCeF12IN6O6PS as an isolated structure at a distorted geometry.

The geometry in XYZ format:
```
86
Properties=species:S:1:pos:R:3:forces:R:3:lowdin_charge:R:1
Ce 1.276304 0.839100 -0.200112 1.733 1.112 -0.176 1.337
C -1.642736 0.183794 -1.953094 1.586 1.242 0.675 0.002
N -0.788252 1.391385 -1.491451 0.260 -0.170 -0.698 -0.301
C -1.540918 2.292641 -0.547770 0.570 -0.836 -0.153 -0.139
C -0.743177 3.332435 0.238306 0.318 0.241 -0.495 -0.219
N 0.498905 2.825685 0.770986 0.955 -1.332 0.198 -0.120
C 0.940426 3.387542 1.940048 1.244 -0.115 0.565 -0.161
C 0.700705 4.701588 2.334627 -1.285 1.614 -1.411 -0.106
F 0.231957 5.603167 1.380211 0.282 -0.940 0.985 0.052
C 0.764036 5.176540 3.631421 0.169 -1.335 1.102 -0.154
F 0.174837 6.284057 4.063370 0.226 0.408 -0.594 0.138
C 1.240071 4.303191 4.595453 -0.216 -0.564 0.495 -0.126
F 1.096602 4.633536 5.902489 0.221 -0.332 -0.738 0.098
C 1.691941 3.012931 4.231152 0.209 0.603 1.629 -0.107
F 1.987569 2.133744 5.241606 0.240 0.896 -1.343 0.093
C 1.753881 2.686332 2.902953 -0.727 -0.316 -1.064 -0.090
F 2.475335 1.591226 2.466616 -1.264 0.276 0.323 0.028
C -0.323879 2.115465 -2.725110 -2.541 1.037 -0.643 -0.192
C 0.877292 3.028484 -2.615545 -0.294 0.850 -0.591 -0.253
N 1.988835 2.229533 -2.174749 0.103 -1.942 0.490 -0.144
C 3.292966 2.617340 -2.477068 0.269 2.163 1.046 -0.163
C 3.910777 3.644618 -1.645557 0.967 -1.467 -0.680 -0.119
F 3.282490 4.135390 -0.562618 -0.265 -0.269 -0.595 0.102
C 5.281623 3.975199 -1.744183 -1.006 0.604 0.580 -0.123
F 5.815119 4.825367 -0.826356 -0.284 -0.814 -0.914 0.104
C 6.019440 3.456769 -2.785083 -0.082 -0.122 -0.894 -0.121
F 7.329265 3.745233 -2.944648 -0.942 -0.179 0.103 0.112
C 5.369950 2.608364 -3.711838 1.899 -0.220 0.359 -0.127
F 6.153145 2.044295 -4.661047 -0.426 0.294 0.266 0.098
C 4.093884 2.129809 -3.535269 -0.134 -0.013 1.109 -0.138
F 3.765325 1.023420 -4.239882 -0.499 0.583 0.006 0.086
H -2.230434 0.488400 -2.805409 -0.315 0.061 -0.264 0.088
H -2.274224 -0.036137 -1.109889 -0.195 -0.672 0.119 0.079
H -0.962090 -0.646587 -2.256357 -0.613 0.507 0.414 0.097
H -2.006776 1.629600 0.205493 -0.094 0.264 -0.582 0.133
H -2.237855 2.847306 -1.160021 -0.802 0.004 0.076 0.126
H -1.431252 3.572690 1.033399 -0.237 0.438 0.515 0.131
H -0.542921 4.249089 -0.313729 -0.393 -0.013 -0.268 0.107
H -1.256840 2.716887 -3.122449 1.589 -0.937 0.613 0.163
H -0.120676 1.357099 -3.477750 0.091 -0.108 -0.044 0.106
H 0.658241 3.858424 -1.942660 0.000 0.106 0.316 0.098
H 0.970233 3.577158 -3.607362 0.273 -0.974 0.693 0.149
O -3.384950 -1.211857 4.103125 0.867 -1.101 -0.585 -0.305
S -2.460082 -2.009641 3.312482 -1.640 1.883 -0.811 0.668
O -2.861537 -3.284549 2.770473 -0.081 0.149 0.534 -0.303
N -1.965519 -1.067097 1.982698 2.843 -0.249 0.845 0.025
C -0.622778 -1.013481 2.017454 -2.736 -0.567 0.127 -0.422
O 0.087180 -0.456712 1.102534 0.230 0.103 -0.083 -0.216
C 0.028662 -1.733138 3.154904 1.128 -0.416 1.024 -0.130
C 1.375206 -2.101536 3.372170 -0.622 -0.627 -0.559 0.032
C 1.673963 -3.102145 4.333448 -0.165 2.156 -1.309 -0.042
C 0.680992 -3.543391 5.180941 0.834 -1.471 1.597 -0.084
C -0.600328 -3.091544 5.109000 -0.374 1.381 -1.460 -0.024
C -0.897297 -2.196868 4.060630 -0.044 -1.259 0.432 -0.222
H 2.098888 -1.727465 2.649862 0.225 -0.138 0.374 0.109
H 2.696957 -3.401009 4.424662 0.308 -0.365 0.114 0.103
H 0.907515 -4.309733 5.961193 -0.033 0.759 -0.748 0.130
H -1.335998 -3.422416 5.795661 -0.697 -0.281 0.344 0.116
I 2.618689 -5.196062 -3.194387 -0.040 0.269 0.440 0.880
C 2.250630 -3.231020 -2.643811 0.011 1.243 -0.328 -0.733
C 1.822631 -2.294739 -3.565759 -0.456 0.685 0.157 -0.150
N 1.716405 -1.086741 -2.956430 0.934 -0.180 0.893 0.012
N 2.185998 -1.177652 -1.658474 -0.648 0.379 -0.610 -0.062
C 2.474236 -2.445555 -1.466101 1.005 -1.888 0.850 -0.151
H 1.532919 -2.343345 -4.599876 0.107 -0.382 -0.128 0.123
H 1.722146 -0.138490 -3.361463 -0.016 -0.635 0.158 0.135
H 2.939721 -2.840997 -0.504823 -0.944 0.902 -1.357 0.152
C -5.760246 -2.692668 0.664722 1.220 0.725 -0.288 -0.096
O -5.830940 -3.277916 -0.657993 -0.402 -0.071 1.188 -0.424
P -4.864983 -2.909939 -1.891445 1.441 -0.852 0.114 0.812
O -3.359545 -3.483667 -1.375975 -1.283 0.406 -0.268 -0.399
C -3.231483 -4.696254 -0.587853 0.327 0.827 -0.819 -0.112
O -5.363485 -4.174655 -2.812502 -1.008 -0.108 -0.689 -0.402
C -6.803152 -4.473886 -3.121865 1.539 -0.496 3.012 -0.071
H -6.675703 -2.971376 1.162250 -0.271 0.045 0.109 0.073
H -5.693985 -1.557748 0.575618 0.048 -1.426 0.307 0.102
H -4.890336 -3.122877 1.257054 -0.926 0.710 -0.850 0.079
H -2.556623 -5.359562 -1.113753 0.047 -0.212 -0.131 0.079
H -4.193277 -5.135693 -0.485524 -0.759 -0.641 0.203 0.063
H -2.816897 -4.463758 0.380540 0.069 0.259 0.313 0.061
H -7.070231 -4.154090 -4.093608 -0.158 0.654 -0.878 0.053
H -7.396646 -4.020305 -2.273300 0.305 -0.554 -1.284 0.085
H -6.864598 -5.584195 -3.068838 -0.079 0.838 -0.011 0.090
F 4.791238 1.371366 0.358278 0.883 0.450 0.160 0.206
B 3.938070 0.406281 0.553383 -1.468 -1.717 -0.575 -0.569
F 4.419451 -0.843994 0.849540 -0.111 1.177 -0.049 0.105
```
Positions in Å, forces in eV/Å.

Properties
LUMO (alpha / beta)	-1.570 / -1.564	eV
highest occupied orbital energy (alpha / beta)	-0.30066 / -0.30066	Eh
M	1136.43	Da
frontier orbital gap (alpha / beta)	6.611 / 6.618	eV
energy	-4674.918885	a.u.